Here is a structure of composition C5H5Br2FLiO4S from the Open Molecules 2025 dataset. Energies are from ωB97M-V/def2-TZVPD.

Geometry (Å):
Br: -1.141 -2.683 -1.904
Br: -1.745 1.279 0.333
S: 1.470 -0.658 -1.433
F: 1.692 0.652 2.586
O: 1.746 -0.116 0.129
O: 0.996 2.708 2.120
O: -0.024 -0.173 -1.710
O: 2.345 0.202 -2.203
C: -1.878 -0.507 -0.236
C: -3.022 -1.267 0.354
C: 1.395 1.668 1.754
C: 1.716 1.328 0.311
C: -1.027 -0.980 -1.133
Li: 3.741 -0.669 -0.266
H: 0.966 1.785 -0.331
H: -3.960 -0.937 -0.094
H: 2.690 1.770 0.078
H: -2.893 -2.339 0.220
H: -3.067 -1.064 1.425

Cartesian forces, eV/Å:
Br 0.02 -0.09 -0.02
Br 0.01 0.13 0.04
S -0.08 -0.27 0.18
F -0.04 0.16 -0.10
O 0.19 -0.04 -0.24
O 0.03 -0.08 0.06
O 0.09 0.35 0.18
O 0.00 -0.12 -0.04
C -0.16 -0.13 0.02
C 0.20 -0.02 0.16
C 0.02 -0.09 -0.10
C -0.04 0.03 0.22
C 0.01 -0.02 -0.20
Li -0.09 0.19 0.02
H 0.02 -0.02 0.03
H 0.01 -0.05 0.00
H -0.04 -0.01 -0.06
H -0.10 0.07 -0.10
H -0.06 0.02 -0.05

For the electronic energy, the calculation gives -167291.1786 eV. Its LUMO energy is -4.646 eV. Its net charge is +1. The calculation puts the HOMO energy at -0.467 Ha. The value obtained for the gap between HOMO and LUMO is 8.06 eV.

---

Here is a structure of composition C11H44BaN23O14 from the Open Molecules 2025 dataset. Energies are from ωB97M-V/def2-TZVPD.

Geometry (Å):
Ba: 0.041 0.214 -0.019
O: 1.643 0.695 2.379
O: -0.722 -3.982 -3.891
O: -2.598 0.792 -0.490
O: 1.777 -1.858 0.188
O: -0.087 0.373 -2.699
O: -1.416 3.856 -2.196
O: -1.223 1.493 2.053
O: 2.415 0.902 -0.950
O: -4.031 -2.839 3.384
O: -0.994 -2.085 -1.213
O: 3.361 4.025 2.188
O: 0.106 2.915 -0.987
O: -0.927 4.565 -0.206
O: -0.860 -1.416 1.940
N: -2.470 -3.612 -1.910
N: 2.225 5.338 0.800
N: 2.983 -3.580 -0.556
N: -4.731 1.273 -1.070
N: -1.995 2.291 4.022
N: 0.800 -2.524 -3.212
N: -0.767 3.724 -1.110
N: -1.280 -2.983 3.521
N: 0.192 1.903 -4.318
N: -1.852 3.620 2.415
N: -3.442 0.582 -2.624
N: 4.352 0.748 -1.962
N: 3.957 -2.150 0.643
N: 1.145 0.045 -4.532
N: 3.766 0.356 1.899
N: -5.554 -1.479 2.780
N: -3.531 -0.869 2.460
N: 0.113 -3.453 2.094
N: 1.194 3.874 1.982
N: -2.994 -2.390 -0.193
N: 1.171 -3.464 -4.943
N: 3.960 2.400 -0.601
N: 3.160 0.989 3.917
C: 2.822 0.687 2.710
C: -4.313 -1.758 2.970
C: 3.551 1.297 -1.127
C: -0.722 -2.509 2.432
C: -3.512 0.820 -1.338
C: -2.137 -2.641 -1.132
C: 0.398 0.756 -3.739
C: -1.634 2.380 2.776
C: 0.328 -3.392 -3.990
C: 2.830 -2.451 0.017
C: 2.323 4.425 1.734
H: 1.804 -2.419 -3.204
H: -2.780 -1.785 0.587
H: 0.437 4.204 1.399
H: -2.605 -1.267 2.409
H: -4.971 1.479 -0.111
H: -1.850 4.428 3.022
H: -2.694 -0.005 -2.962
H: 1.375 5.644 0.347
H: 0.699 1.912 -5.192
H: 1.051 -0.954 -4.421
H: -1.956 -2.405 4.000
H: 4.048 0.669 4.277
H: 3.993 -1.373 1.288
H: 1.545 0.450 -5.366
H: -1.827 -3.599 -2.689
H: 3.386 2.860 0.091
H: -6.210 -2.245 2.843
H: -2.240 3.186 4.420
H: 0.417 -4.147 2.762
H: -5.781 -0.564 2.417
H: 0.204 -2.216 -2.457
H: 3.095 5.798 0.574
H: -0.350 2.608 -3.840
H: 0.915 -4.138 -5.651
H: -3.855 -2.900 -0.329
H: 5.287 1.062 -2.182
H: 4.823 2.826 -0.906
H: -3.318 -4.149 -1.797
H: 4.669 0.479 2.333
H: 2.368 1.254 4.484
H: -1.827 1.492 4.617
H: 3.638 0.204 0.909
H: 3.781 -4.192 -0.462
H: -3.866 0.054 2.220
H: 1.869 -2.764 -5.149
H: 1.267 3.104 2.632
H: -4.257 0.723 -3.204
H: 4.046 -0.098 -2.419
H: 0.656 -3.157 1.295
H: -1.180 -3.978 3.664
H: -1.995 3.639 1.415
H: 2.089 -4.015 -0.735
H: -5.527 1.049 -1.650
H: 4.804 -2.653 0.421

Cartesian forces, eV/Å:
Ba -0.26 0.72 0.16
O -1.31 0.29 -0.68
O -1.52 -1.12 -0.38
O -0.89 -0.46 -0.87
O -0.68 0.32 -0.51
O -0.69 -0.91 1.38
O 0.50 -0.75 1.09
O -0.01 -0.73 -0.49
O -1.41 -1.65 0.74
O 1.91 -3.06 1.60
O -1.37 -0.01 0.17
O 3.21 -0.63 1.26
O 1.98 -2.85 0.14
O -0.64 0.51 0.86
O -0.59 1.40 -1.11
N -0.37 -1.34 -2.02
N 1.42 3.21 -2.46
N -1.78 -5.03 -3.75
N -2.72 0.82 2.16
N -0.62 -1.38 4.44
N 1.48 4.37 5.78
N -1.59 2.99 -2.15
N -2.22 1.03 2.82
N -0.58 2.47 -0.46
N -0.32 2.16 -3.22
N 1.45 -1.63 -2.68
N 3.21 -3.29 -3.50
N 2.43 1.74 1.06
N 3.05 -3.88 -1.73
N 3.91 -0.97 -1.47
N -5.28 1.45 -0.24
N 3.13 1.69 -0.29
N 3.20 -1.23 -3.82
N -2.94 -1.37 1.60
N -1.89 0.80 1.80
N 2.75 -3.17 -6.78
N 1.56 3.16 1.82
N 1.03 0.66 3.44
C -4.08 -0.01 -1.13
C -1.44 -1.02 -0.62
C -2.46 1.42 0.10
C 0.51 -1.44 2.34
C 1.09 0.95 1.62
C 3.20 1.14 1.13
C -1.29 0.89 0.69
C 0.54 -0.46 -0.32
C -1.85 -0.92 -0.09
C 0.58 1.91 3.25
C 0.27 -0.26 -0.81
H -0.46 0.27 0.56
H -0.42 -0.06 -0.25
H -0.85 -1.00 0.39
H 0.81 1.85 -0.30
H 0.23 0.09 -0.21
H -0.15 -0.27 -0.55
H 0.12 0.35 -0.13
H 0.08 -0.20 0.20
H -0.96 1.73 0.18
H 0.23 0.20 -0.14
H -0.20 -0.87 0.18
H -0.39 0.47 0.49
H 0.04 -0.42 -0.04
H -0.17 -0.61 0.20
H -0.14 -1.44 -1.05
H 0.15 0.18 -0.02
H -0.14 0.59 0.19
H -0.19 -0.81 0.60
H 0.20 0.38 -0.59
H -0.69 -0.58 -0.01
H 0.08 0.29 0.83
H -0.38 0.12 -0.13
H 0.12 0.61 -0.17
H 0.54 0.19 -0.37
H -0.11 0.59 1.03
H -0.30 0.04 0.24
H -0.26 0.07 0.42
H 0.42 0.13 -0.42
H 0.40 0.05 -1.12
H 0.57 -0.20 0.41
H 0.13 0.21 -0.21
H -0.26 0.64 0.33
H -0.28 0.34 0.11
H 0.95 -0.24 -0.17
H -0.37 -0.45 -0.04
H -0.96 -0.14 -0.45
H 0.44 -0.13 0.06
H 0.02 0.30 0.05
H 0.63 -0.66 -0.03
H -0.88 0.56 0.49
H 0.44 1.42 -0.16
H 0.21 -0.40 -0.59
H 0.32 0.06 0.08
H -0.19 0.28 0.25

For the electronic energy, the calculation gives -75755.0195 eV. Its relative energy (zero: lowest compared OMol25 entry of this formula, charge and spin) is 147.90 kcal per mole. Its LUMO energy is -2.249 eV. Its net charge is +1. The calculation puts the HOMO energy at -0.374 Ha. The value obtained for the gap between HOMO and LUMO is 7.94 eV.